# 1
{"formula": "C3H6N2O3", "method": "wB97M-V/def2-TZVPD", "species": ["C", "N", "C", "N", "C", "O", "O", "O", "H", "H", "H", "H", "H", "H"], "xyz": [[-2.14649, -0.38143, 0.37962], [-0.14511, 1.02542, -0.71458], [1.45649, -0.27955, 0.15875], [2.51810, -0.15787, -0.64745], [0.71699, -0.63021, 1.08785], [-1.02955, 0.41116, 0.69178], [-0.48016, 0.47580, -1.72418], [0.21865, 2.14109, -0.50050], [3.44064, -0.20398, -0.23760], [2.45263, 0.48560, -1.42287], [0.33403, -1.03866, 1.99132], [-2.16798, -1.22500, 1.07913], [-2.09652, -0.81403, -0.62710], [-3.07174, 0.19165, 0.48584]], "atomic_forces_ev_per_a": [[-0.2, 0.1, 0.0], [-2.2, 0.5, 0.2], [-0.4, -0.8, 1.5], [0.3, 0.2, -0.4], [1.8, 0.1, -1.0], [0.2, 0.7, -1.1], [0.6, 0.2, 0.8], [0.1, -1.2, 0.1], [-0.2, -0.1, 0.0], [0.0, 0.0, 0.1], [-0.3, 0.1, 0.0], [0.1, 0.1, 0.0], [0.2, 0.1, 0.0], [0.0, -0.1, -0.1]], "relative_energy_kcal_mol": 228.5, "spin_multiplicity": 1, "homo_lumo_gap_ev": [7.70, 7.70], "energy_ev": -12322.318, "homo_ev": [-8.686, -8.686]}

=====

# 2
{"formula": "C15H22N2OPPt", "method": "wB97M-V/def2-TZVPD", "species": ["C", "C", "C", "C", "C", "Pt", "P", "H", "H", "H", "H", "H", "H", "H", "H", "C", "C", "N", "C", "C", "C", "O", "C", "C", "C", "C", "N", "C", "H", "H", "H", "H", "H", "H", "H", "H", "H", "H", "H", "H", "H", "H"], "xyz": [[0.61468, -0.58884, -5.16865], [-0.40062, -1.58246, -5.29536], [-0.28686, -2.41814, -4.14188], [0.99137, -2.20610, -3.54022], [1.48676, -0.98532, -4.05986], [-0.22635, 2.31023, -2.16183], [-1.16796, 3.57225, -3.52621], [0.71592, 0.31745, -5.75796], [-1.19416, -1.65166, -6.04103], [-0.98687, -3.19931, -3.85429], [2.37726, -0.43764, -3.74973], [1.44374, -2.81374, -2.76071], [-2.54596, 3.93926, -3.32677], [-1.20774, 3.18490, -4.90547], [-0.49335, 4.83443, -3.58845], [-2.72715, -1.28971, 3.71552], [-1.23600, -1.50180, 3.84825], [-0.41190, -0.65599, 2.95948], [-0.34659, 0.76946, 3.33483], [0.43180, 0.95569, 4.62791], [-0.40000, -0.99681, 1.61953], [-1.18234, -1.80995, 1.12683], [0.65072, -0.32318, 0.79891], [1.98039, -0.13338, 1.20311], [2.82253, 0.55112, 0.33911], [2.29952, 1.15719, -0.82303], [0.97836, 1.09333, -1.05463], [0.21217, 0.16707, -0.42952], [-3.00058, -0.24215, 3.88599], [-3.23837, -1.91815, 4.45244], [-3.04573, -1.59785, 2.71392], [-0.89290, -1.27640, 4.86233], [-0.98996, -2.54308, 3.60322], [0.13211, 1.33176, 2.52084], [-1.37777, 1.15167, 3.46071], [1.42868, 0.50390, 4.54762], [0.56329, 2.02783, 4.80784], [-0.09919, 0.51272, 5.47957], [2.30264, -0.54574, 2.16557], [3.88239, 0.63902, 0.54876], [2.89606, 1.71907, -1.54411], [-0.75201, -0.02097, -0.89257]], "atomic_forces_ev_per_a": [[-1.7, -1.6, -0.4], [0.6, 1.8, 0.5], [0.9, -0.8, -1.2], [0.6, 2.2, 0.2], [-0.3, -1.9, 0.7], [0.8, -0.2, -0.4], [-0.5, 0.3, 0.1], [0.0, -0.3, 0.1], [0.2, 0.3, 0.4], [0.1, 0.2, -0.1], [-0.3, -0.3, 0.0], [-0.3, 0.4, 0.0], [0.4, 0.3, -0.5], [-0.1, 0.5, 0.3], [-0.6, -0.1, -0.4], [-0.3, -0.1, -0.1], [0.7, 0.3, -0.6], [-0.5, 0.0, 0.6], [0.1, -0.5, -0.1], [0.1, 0.2, 0.0], [0.7, 0.1, -1.3], [0.1, -0.1, 0.5], [-2.6, -0.8, -0.9], [0.8, 0.2, 1.3], [0.0, 0.9, -1.5], [2.2, -0.5, 1.8], [-2.1, -0.6, -1.4], [1.1, 0.3, 1.6], [-0.1, -0.2, 0.0], [-0.1, 0.2, 0.0], [0.0, 0.2, 0.2], [-0.1, -0.3, 0.0], [0.0, 0.2, 0.2], [-0.2, -0.3, 0.2], [0.3, 0.0, -0.1], [-0.2, 0.0, 0.0], [0.0, -0.1, 0.1], [0.2, 0.2, -0.1], [0.1, 0.2, -0.4], [0.0, 0.0, 0.0], [-0.1, -0.1, 0.4], [0.0, -0.1, 0.5]], "charge": -1, "spin_multiplicity": 3, "homo_lumo_gap_ev": [3.89, 5.23], "energy_ev": -33472.175, "homo_ev": [-1.045, -3.972]}

=====

# 3
{"formula": "C42H36F4N8O5PTl", "method": "wB97M-V/def2-TZVPD", "species": ["Tl", "C", "C", "C", "C", "C", "C", "C", "N", "N", "C", "C", "C", "C", "C", "C", "N", "C", "C", "C", "C", "C", "C", "N", "H", "H", "H", "H", "H", "H", "H", "H", "H", "H", "H", "H", "H", "H", "H", "H", "H", "H", "H", "H", "C", "C", "O", "C", "C", "C", "C", "C", "C", "O", "H", "H", "H", "H", "H", "H", "H", "C", "O", "P", "O", "C", "O", "C", "H", "H", "H", "H", "H", "H", "H", "H", "H", "F", "C", "C", "F", "C", "C", "C", "F", "C", "C", "C", "N", "C", "N", "F", "C", "C", "N", "C", "N"], "xyz": [[-0.28476, -0.14704, 0.10151], [1.81572, -2.02011, -1.65212], [0.53180, -2.79443, -1.97093], [-0.48421, -1.96460, -2.71089], [-1.02492, -2.38838, -3.91411], [-1.98534, -1.61721, -4.55072], [-2.38002, -0.42054, -3.97560], [-1.79124, -0.04298, -2.78739], [-0.86506, -0.79215, -2.16864], [1.82820, -1.44117, -0.27725], [2.92852, -0.45901, -0.18331], [2.87359, 0.34281, 1.09257], [4.01303, 0.59978, 1.83831], [3.89986, 1.34287, 3.00274], [2.64622, 1.78708, 3.39519], [1.55865, 1.48380, 2.59710], [1.67091, 0.78994, 1.45981], [1.95080, -2.47289, 0.78016], [0.83281, -2.55176, 1.80858], [0.66458, -3.72580, 2.52522], [-0.31966, -3.78892, 3.49292], [-1.10649, -2.67105, 3.73408], [-0.88328, -1.54425, 2.97924], [0.07519, -1.48636, 2.04270], [1.92551, -1.18669, -2.34131], [2.68841, -2.66784, -1.77965], [0.05747, -3.10994, -1.03906], [0.76038, -3.68706, -2.54778], [-0.69748, -3.32942, -4.34073], [-2.42423, -1.95062, -5.48299], [-3.13025, 0.21012, -4.43595], [-2.06495, 0.88943, -2.30282], [2.84761, 0.21929, -1.03206], [3.90024, -0.95427, -0.26186], [4.97369, 0.21566, 1.51174], [4.77503, 1.55664, 3.60381], [2.50674, 2.34902, 4.30984], [0.55881, 1.79575, 2.87801], [2.87091, -2.28745, 1.33868], [2.05951, -3.45479, 0.32365], [1.29515, -4.58348, 2.31502], [-0.48052, -4.70431, 4.04832], [-1.88742, -2.68129, 4.48292], [-1.48946, -0.65422, 3.10571], [-4.81895, 0.63504, -0.02120], [-3.61573, -0.27372, 0.04346], [-2.55415, 0.25450, 0.47049], [-3.73188, -1.63318, -0.37468], [-4.97895, -2.11918, -0.85541], [-5.12982, -3.39642, -1.29752], [-4.01471, -4.26092, -1.28037], [-2.79615, -3.83228, -0.82328], [-2.60986, -2.51242, -0.32817], [-1.45003, -2.18018, 0.14801], [-4.52535, 1.63532, 0.28817], [-5.60723, 0.27200, 0.64307], [-5.22794, 0.67599, -1.03299], [-5.84142, -1.46297, -0.86188], [-6.09009, -3.74429, -1.65581], [-4.12862, -5.28375, -1.62577], [-1.94105, -4.50083, -0.78920], [1.99179, 3.87546, -0.44110], [2.09961, 2.80745, -1.40827], [0.86733, 1.82806, -1.71426], [1.46046, 1.06753, -2.98035], [2.40173, 1.61350, -3.94130], [-0.29831, 2.78603, -2.20430], [-0.13722, 3.76841, -3.26535], [2.70083, 4.64217, -0.72952], [2.24069, 3.50773, 0.55471], [0.98758, 4.30409, -0.43665], [2.49560, 0.87213, -4.72715], [3.36512, 1.78135, -3.46739], [2.03621, 2.54801, -4.36255], [-0.90975, 4.50999, -3.12992], [-0.25564, 3.27626, -4.22884], [0.84084, 4.24306, -3.20694], [-1.52694, 3.07112, 3.68428], [-2.28152, 4.16160, 3.75627], [-2.64872, 4.61268, 4.95365], [-2.24421, 3.96782, 6.01475], [-3.47978, 5.79942, 5.10978], [-3.84949, 6.45626, 3.86201], [-3.45119, 6.00657, 2.67057], [-3.83516, 6.64443, 1.58534], [-2.63417, 4.82265, 2.52471], [-2.22280, 4.36361, 1.31216], [-1.48862, 3.13520, 1.12634], [-0.89968, 2.18503, 0.87554], [-2.44914, 5.06074, 0.07141], [-2.53953, 5.57445, -0.95382], [-4.60400, 7.51971, 3.90711], [-3.88113, 6.24840, 6.31943], [-3.52209, 5.60328, 7.55605], [-3.26757, 5.13379, 8.57511], [-4.70897, 7.41184, 6.50135], [-5.37118, 8.32564, 6.72541]], "atomic_forces_ev_per_a": [[0.0, -0.7, -0.2], [-0.1, -0.1, 0.1], [0.0, 0.2, 0.1], [0.0, 0.2, 0.1], [-0.1, -0.1, -0.1], [0.0, -0.1, 0.0], [-0.1, 0.0, -0.1], [0.2, -0.2, 0.2], [-0.1, 0.1, -0.2], [-0.1, 0.2, 0.0], [-0.1, 0.0, 0.1], [-0.2, 0.0, 0.0], [0.1, 0.0, 0.0], [0.0, 0.0, 0.0], [0.0, 0.0, 0.0], [0.0, -0.1, -0.1], [0.1, 0.1, 0.0], [-0.1, 0.1, 0.0], [0.0, 0.2, -0.1], [0.1, -0.2, 0.0], [0.0, -0.1, 0.0], [0.0, 0.0, 0.1], [0.1, 0.1, -0.1], [-0.2, 0.0, 0.1], [0.0, 0.0, -0.1], [0.0, 0.0, 0.1], [0.0, -0.1, 0.0], [0.0, 0.0, -0.1], [0.0, 0.1, 0.0], [0.0, 0.0, 0.0], [0.0, 0.0, 0.0], [0.1, -0.1, 0.0], [0.0, 0.0, -0.1], [0.0, -0.1, 0.0], [-0.1, 0.0, 0.0], [0.0, 0.0, 0.0], [0.0, 0.0, -0.1], [0.1, 0.0, -0.1], [0.1, 0.0, 0.0], [0.0, -0.1, -0.1], [-0.1, 0.1, 0.0], [0.0, 0.0, 0.0], [0.0, 0.0, 0.0], [0.0, 0.0, -0.1], [0.0, 0.0, 0.1], [0.0, 0.0, 0.0], [0.0, 0.2, 0.0], [0.0, 0.0, 0.0], [0.0, 0.2, 0.1], [0.0, -0.2, -0.1], [0.1, 0.0, 0.0], [0.0, -0.1, 0.0], [0.3, 0.1, 0.0], [-0.3, -0.1, 0.0], [0.0, 0.0, 0.0], [0.0, 0.0, -0.1], [0.0, 0.0, 0.1], [0.1, 0.0, 0.0], [0.1, 0.0, 0.0], [0.0, 0.1, 0.0], [-0.1, 0.0, 0.0], [-0.1, -0.1, 0.0], [0.1, 0.2, 0.3], [-0.2, -0.2, 0.0], [0.1, 0.0, -0.1], [0.0, 0.0, 0.0], [-0.1, 0.3, -0.1], [0.1, -0.2, 0.0], [0.1, 0.0, -0.1], [0.0, -0.1, 0.0], [0.0, -0.1, 0.0], [0.0, 0.0, 0.0], [0.0, 0.0, 0.0], [0.0, -0.1, 0.0], [-0.2, 0.1, 0.1], [0.0, 0.0, 0.0], [0.0, 0.0, 0.0], [0.2, -0.3, 0.0], [-0.1, 0.1, -0.3], [-0.3, 0.4, -0.1], [0.1, -0.2, 0.5], [0.1, -0.1, -0.2], [0.2, -0.3, 0.4], [0.2, -0.3, -0.1], [-0.1, 0.1, -0.3], [0.0, 0.0, 0.1], [0.2, -0.3, -0.6], [-0.2, 0.6, 0.0], [0.0, 0.1, 0.2], [0.1, -0.1, 0.0], [0.0, -0.2, 0.1], [-0.3, 0.4, 0.1], [-0.1, 0.2, 0.4], [0.0, 0.0, 0.2], [-0.1, 0.1, -0.3], [-0.1, 0.1, 0.1], [0.2, -0.2, -0.1]], "relative_energy_kcal_mol": 0.0, "charge": 2, "spin_multiplicity": 1, "homo_lumo_gap_ev": [5.09, 5.09], "energy_ev": -91132.492, "homo_ev": [-12.448, -12.448]}

=====

# 4
{"formula": "C31H41AsIN6O4ReSSi2", "method": "wB97M-V/def2-TZVPD", "species": ["Re", "C", "C", "O", "N", "C", "C", "C", "C", "C", "C", "N", "H", "H", "H", "H", "H", "H", "H", "H", "H", "H", "N", "C", "C", "C", "C", "C", "N", "C", "C", "C", "C", "C", "N", "H", "H", "H", "H", "H", "H", "H", "H", "H", "O", "S", "N", "C", "Si", "C", "C", "As", "Si", "C", "C", "C", "H", "H", "H", "H", "H", "H", "H", "H", "H", "H", "H", "H", "H", "H", "H", "H", "H", "H", "I", "C", "C", "C", "C", "C", "C", "C", "O", "O", "H", "H", "H", "H"], "xyz": [[-0.09368, 0.50000, -0.25099], [5.22169, -1.08897, 2.76237], [4.04124, -0.51220, 2.02350], [3.15446, -1.21206, 1.54839], [3.99380, 0.83846, 1.93729], [2.84448, 1.51573, 1.36578], [2.92675, 1.58716, -0.14248], [4.04174, 2.17696, -0.72129], [4.19181, 2.19398, -2.09166], [3.21744, 1.58664, -2.86704], [2.12238, 1.03869, -2.24351], [1.95136, 1.04979, -0.90432], [5.45882, -2.06405, 2.34596], [4.94638, -1.22457, 3.81000], [6.09904, -0.44473, 2.71972], [4.75921, 1.37725, 2.30392], [2.76448, 2.51950, 1.78058], [1.95295, 0.96647, 1.64335], [4.78451, 2.62794, -0.07707], [5.05124, 2.66686, -2.54787], [3.28767, 1.54951, -3.94484], [1.32986, 0.59166, -2.82303], [-2.00408, -1.26737, -2.31476], [-2.75596, -0.52283, -1.41987], [-4.13395, -0.45550, -1.65909], [-4.93272, 0.28482, -0.82490], [-4.35586, 0.94612, 0.25892], [-3.00508, 0.83286, 0.43667], [-2.20491, 0.11083, -0.38435], [-0.72827, -1.81127, -2.24701], [-0.43958, -2.88431, -3.09557], [0.79895, -3.47335, -3.03857], [1.73181, -3.00111, -2.11774], [1.38662, -1.93623, -1.32758], [0.17955, -1.31860, -1.40631], [-2.56417, -1.66504, -3.05103], [-4.55132, -0.98312, -2.50660], [-5.99638, 0.34929, -1.01094], [-4.93983, 1.54666, 0.93997], [-2.49359, 1.33836, 1.24234], [-1.20138, -3.24818, -3.77289], [1.03364, -4.30532, -3.68924], [2.70862, -3.44989, -2.01354], [2.06945, -1.53987, -0.58515], [1.13530, 4.14061, 1.75664], [-0.09037, 3.64921, 1.12757], [-0.09460, 2.23121, 0.69040], [-0.56612, -3.64371, 3.57605], [-1.24215, -2.72050, 2.09851], [-1.04900, -3.78076, 0.56899], [-3.05867, -2.32131, 2.33323], [-0.08385, -0.64699, 1.83991], [0.16891, 0.18327, 4.06819], [-1.47699, -0.09844, 4.91760], [0.61938, 1.98763, 4.15927], [1.53837, -0.85342, 4.80799], [-1.08586, -4.60266, 3.65917], [-0.71461, -3.10727, 4.51380], [0.49998, -3.85179, 3.46583], [-1.30823, -4.81218, 0.82534], [-0.03221, -3.78479, 0.18137], [-1.72936, -3.46224, -0.22212], [-3.60110, -3.25559, 2.51004], [-3.48871, -1.85149, 1.44434], [-3.24011, -1.66588, 3.18643], [-2.28090, 0.44315, 4.41430], [-1.41541, 0.28309, 5.94137], [-1.75589, -1.15077, 4.97436], [-0.26033, 2.62812, 4.06338], [1.34183, 2.31269, 3.40851], [1.05735, 2.17032, 5.14535], [1.36333, -1.92628, 4.72082], [1.64327, -0.60956, 5.86902], [2.48760, -0.62833, 4.31514], [-2.96961, 2.83110, -8.47431], [-2.33576, 2.73253, -6.49138], [-1.76767, 1.55914, -6.01222], [-1.35450, 1.49489, -4.69065], [-1.49850, 2.59364, -3.85055], [-2.05978, 3.76470, -4.34744], [-2.48287, 3.83847, -5.66542], [-1.06088, 2.55928, -2.41211], [-1.11065, 3.55458, -1.71659], [-0.65570, 1.37046, -2.03598], [-1.64638, 0.70726, -6.66769], [-0.90820, 0.58720, -4.30350], [-2.15781, 4.61444, -3.68507], [-2.92171, 4.74995, -6.04745]], "atomic_forces_ev_per_a": [[0.3, 0.4, -0.4], [0.0, 0.0, 0.0], [0.0, -0.1, -0.1], [0.0, 0.0, 0.0], [0.1, 0.1, 0.1], [0.1, -0.1, -0.1], [-0.1, -0.1, 0.0], [0.0, 0.0, 0.0], [0.0, 0.0, 0.0], [0.0, 0.0, -0.1], [0.0, 0.0, 0.1], [-0.1, 0.2, 0.2], [0.0, 0.0, 0.0], [0.0, 0.0, 0.0], [0.0, 0.0, 0.0], [0.0, 0.0, 0.1], [0.0, 0.0, -0.1], [0.0, 0.1, 0.0], [0.0, 0.0, 0.0], [0.0, 0.0, 0.0], [0.0, 0.0, 0.0], [0.0, 0.0, 0.0], [0.1, -0.1, 0.1], [0.0, 0.0, 0.0], [0.0, 0.0, 0.0], [0.0, 0.0, 0.0], [-0.1, 0.0, 0.0], [0.0, 0.0, 0.0], [0.0, 0.3, 0.2], [-0.1, 0.1, 0.0], [0.0, 0.0, -0.1], [0.0, 0.0, 0.0], [0.0, 0.0, 0.0], [-0.1, 0.0, 0.0], [0.1, -0.1, 0.1], [0.0, 0.0, 0.0], [0.0, 0.0, 0.0], [0.0, 0.0, 0.0], [0.0, 0.0, 0.0], [0.0, 0.0, 0.0], [0.0, 0.0, 0.0], [0.0, 0.0, 0.0], [0.0, 0.0, 0.0], [0.0, 0.0, 0.0], [0.2, 0.2, 0.1], [-0.1, -0.3, -0.2], [-0.2, 0.1, 0.1], [0.0, 0.0, 0.0], [0.0, 0.0, 0.0], [0.0, 0.0, 0.0], [0.0, 0.0, 0.0], [-0.1, -0.3, 0.1], [0.0, 0.0, 0.1], [0.1, 0.0, 0.0], [0.0, 0.0, -0.1], [0.0, 0.0, 0.0], [0.0, 0.0, 0.0], [0.0, 0.0, 0.0], [0.0, 0.0, 0.0], [0.0, 0.0, 0.0], [0.1, 0.0, 0.0], [0.0, 0.0, 0.0], [0.0, 0.0, 0.0], [0.0, 0.0, 0.0], [0.0, 0.0, 0.0], [0.0, 0.0, 0.0], [0.0, 0.0, 0.0], [0.0, 0.0, 0.0], [0.0, 0.0, 0.0], [-0.1, 0.0, 0.1], [0.0, 0.0, 0.0], [0.0, 0.0, 0.0], [0.0, 0.0, 0.0], [-0.1, 0.0, 0.0], [0.0, 0.0, 0.0], [0.0, 0.0, 0.0], [0.0, 0.0, 0.0], [0.0, 0.0, 0.0], [0.0, 0.1, 0.0], [0.0, 0.0, 0.0], [0.0, 0.0, 0.0], [-0.1, 0.3, 0.0], [0.0, -0.3, -0.1], [0.2, -0.4, 0.0], [0.0, 0.0, 0.0], [0.0, 0.0, 0.0], [0.0, 0.0, 0.0], [0.0, 0.0, 0.0]], "relative_energy_kcal_mol": 0.0, "charge": 1, "spin_multiplicity": 2, "homo_lumo_gap_ev": [6.21, 6.20], "energy_ev": -147602.235, "homo_ev": [-9.958, -9.500]}